No. 1
C13H34N2O16P3 | wB97M-V/def2-TZVPD

Structure (XYZ):
```
68
C13H34N2O16P3 wB97M-V/def2-TZVPD
C -0.358 3.719 -1.125
C 0.453 2.433 -0.882
N 1.819 2.535 -1.403
C 0.509 2.115 0.629
O 1.766 2.460 1.250
N 2.633 1.336 1.451
O 2.216 0.604 2.255
C -0.272 1.181 -1.537
O 0.414 0.159 -1.663
O -1.491 1.328 -1.824
H -0.287 4.399 -0.268
H -1.408 3.480 -1.279
H 0.008 4.255 -2.002
H 1.794 2.996 -2.303
H 2.374 3.123 -0.791
H -0.258 2.677 1.161
H 0.301 1.056 0.791
C -3.052 -0.913 -0.108
O -4.084 -0.755 0.900
P -5.581 -1.141 0.600
O -5.781 -2.235 -0.349
O -6.294 0.230 0.204
C -5.642 1.066 -0.764
O -6.159 -1.406 2.050
C -7.087 -0.555 2.716
H -2.228 -1.466 0.334
H -3.427 -1.458 -0.973
H -2.704 0.069 -0.420
H -5.289 0.480 -1.614
H -4.801 1.586 -0.307
H -6.379 1.787 -1.107
H -6.833 0.494 2.580
H -7.036 -0.804 3.774
H -8.097 -0.738 2.349
C -2.333 -4.156 -6.840
O -2.332 -3.075 -5.910
P -1.880 -1.612 -6.368
O -2.086 -1.381 -7.802
O -0.374 -1.467 -5.882
C 0.555 -2.519 -6.109
O -2.660 -0.688 -5.389
C -2.048 0.079 -4.309
H -3.307 -4.642 -6.795
H -2.156 -3.801 -7.854
H -1.562 -4.873 -6.555
H 0.483 -2.897 -7.132
H 0.385 -3.328 -5.398
H 1.548 -2.107 -5.949
H -1.295 -0.496 -3.779
H -2.835 0.344 -3.616
H -1.606 0.983 -4.720
C 3.907 0.471 4.735
O 4.986 0.827 5.621
P 6.499 0.578 5.222
O 6.771 0.592 3.789
O 6.916 -0.766 5.975
C 6.054 -1.901 5.872
O 7.248 1.675 6.072
C 8.080 1.409 7.200
H 3.256 1.335 4.632
H 4.275 0.178 3.755
H 3.352 -0.349 5.188
H 5.729 -2.056 4.842
H 5.186 -1.771 6.519
H 6.624 -2.766 6.200
H 7.643 0.652 7.846
H 8.170 2.344 7.747
H 9.067 1.086 6.869
```

As for the total charge: -1. The total energy is -77644.935 eV.



No. 2
C40H64BrN7OPS | wB97M-V/def2-TZVPD

Structure (XYZ):
```
115
C40H64BrN7OPS wB97M-V/def2-TZVPD
C -1.301 -6.898 -1.258
C -2.195 -5.982 -0.326
C -3.189 -5.166 -1.273
C -4.298 -4.412 -0.391
C -4.433 -2.857 -0.778
C -4.535 -1.994 0.553
C -3.380 -0.895 0.554
C -2.460 -0.993 1.865
C -1.926 0.487 2.132
C -0.525 0.526 2.883
C 0.229 1.865 2.419
C 1.524 1.570 1.554
C 1.060 1.059 0.115
C 0.750 2.253 -0.878
C 2.010 2.818 -1.620
N 3.143 2.050 -1.644
C 4.083 2.805 -2.421
P 5.760 2.014 -2.726
O 5.395 0.486 -3.399
Br 6.741 1.471 -0.741
C 3.484 4.043 -2.818
N 2.144 4.018 -2.292
C 1.096 5.069 -2.483
C 0.972 5.940 -1.173
C -0.239 5.624 -0.200
S -1.831 5.149 -0.972
H -0.748 -6.234 -1.991
H -0.521 -7.461 -0.660
H -1.929 -7.613 -1.863
H -2.793 -6.614 0.401
H -1.578 -5.290 0.315
H -2.566 -4.449 -1.876
H -3.676 -5.869 -2.008
H -5.304 -4.869 -0.600
H -3.996 -4.567 0.681
H -3.534 -2.627 -1.413
H -5.342 -2.695 -1.427
H -4.453 -2.611 1.492
H -5.561 -1.518 0.579
H -3.876 0.126 0.538
H -2.735 -0.929 -0.368
H -1.611 -1.696 1.624
H -3.034 -1.397 2.740
H -1.884 0.985 1.120
H -2.700 1.062 2.722
H -0.628 0.577 3.997
H 0.091 -0.382 2.602
H 0.562 2.464 3.318
H -0.485 2.498 1.803
H 2.080 2.543 1.431
H 2.214 0.814 2.036
H 1.741 0.271 -0.316
H 0.067 0.536 0.270
H 0.048 1.857 -1.674
H 0.226 3.042 -0.270
H 3.392 1.146 -1.254
H 4.938 -0.003 -2.681
H 3.985 4.820 -3.433
H 0.145 4.665 -2.907
H 1.522 5.748 -3.282
H 0.914 7.018 -1.476
H 1.914 5.757 -0.571
H -0.444 6.577 0.375
H 0.127 4.902 0.594
H -1.627 4.102 -1.850
N 5.777 -0.946 4.297
C 5.200 0.066 3.578
C 4.383 0.772 4.424
C 4.474 0.166 5.703
C 5.343 -0.889 5.594
H 6.420 -1.626 3.929
H 5.420 0.195 2.530
H 3.786 1.630 4.155
H 3.961 0.469 6.602
H 5.689 -1.603 6.324
N 3.814 -2.941 -0.488
C 2.680 -2.708 -1.209
C 1.779 -3.699 -0.913
C 2.400 -4.563 0.027
C 3.656 -4.067 0.272
H 4.641 -2.371 -0.517
H 2.615 -1.857 -1.870
H 0.785 -3.793 -1.324
H 1.973 -5.447 0.474
H 4.446 -4.415 0.919
N -7.463 -0.299 -5.245
C -6.133 -0.333 -5.562
C -5.418 -0.253 -4.394
C -6.355 -0.173 -3.331
C -7.607 -0.206 -3.887
H -8.219 -0.337 -5.907
H -5.810 -0.409 -6.588
H -4.342 -0.253 -4.311
H -6.134 -0.100 -2.277
H -8.586 -0.172 -3.436
N -7.962 -2.579 2.248
C -8.545 -1.570 1.529
C -9.339 -0.847 2.382
C -9.227 -1.438 3.666
C -8.369 -2.502 3.553
H -7.332 -3.269 1.876
H -8.346 -1.456 0.475
H -9.934 0.012 2.114
H -9.719 -1.119 4.572
H -8.014 -3.209 4.286
N 10.624 5.419 -0.494
C 9.354 5.035 -0.831
C 9.309 3.664 -0.814
C 10.600 3.204 -0.448
C 11.387 4.309 -0.254
H 10.946 6.369 -0.432
H 8.596 5.769 -1.054
H 8.443 3.057 -1.039
H 10.915 2.178 -0.337
H 12.423 4.402 0.031
```

As for the total charge: +1. The total energy is -145153.542 eV.



No. 3
C53H59InN3P2 | wB97M-V/def2-TZVPD

Structure (XYZ):
```
118
C53H59InN3P2 wB97M-V/def2-TZVPD
In -1.110 -1.406 1.410
C -1.242 -0.845 3.949
C -0.506 -2.066 3.899
C -1.379 -3.087 3.497
C -2.619 -2.503 3.165
C -2.579 -1.119 3.503
C -3.677 -0.098 3.341
C -3.046 1.289 3.199
C -4.719 -0.051 4.466
C -4.433 -0.377 2.061
C -1.085 -4.583 3.329
C -0.356 -4.817 1.974
C -2.423 -5.338 3.211
C -0.400 -5.202 4.573
C 0.958 -2.085 4.313
C 1.760 -3.081 3.517
C 1.185 -2.431 5.809
C 1.580 -0.765 3.878
H -0.887 0.134 4.244
H -3.474 -2.969 2.698
H -2.715 1.694 4.115
H -3.720 1.960 2.694
H -2.179 1.215 2.537
H -4.326 0.272 5.400
H -5.179 -1.041 4.560
H -5.561 0.505 4.099
H -3.735 -0.423 1.214
H -5.152 0.456 1.869
H -4.999 -1.313 2.098
H -0.994 -4.467 1.217
H -0.259 -5.890 1.733
H 0.608 -4.341 1.884
H -2.909 -5.079 2.284
H -3.086 -5.119 4.038
H -2.166 -6.409 3.191
H 0.507 -4.626 4.880
H -0.144 -6.226 4.400
H -1.102 -5.068 5.412
H 1.576 -4.104 3.782
H 2.828 -2.879 3.741
H 1.682 -2.886 2.448
H 2.063 -3.085 5.930
H 0.310 -2.872 6.294
H 1.362 -1.521 6.352
H 1.709 -0.703 2.773
H 2.553 -0.668 4.357
H 1.025 0.112 4.213
N -0.336 1.781 -1.803
P 0.640 1.942 -0.300
C -0.062 3.548 0.198
C -1.395 3.567 0.543
C -1.986 4.769 1.038
C -1.242 5.949 1.181
C 0.127 5.903 0.851
C 0.695 4.718 0.357
C 2.340 2.347 -1.089
C 2.557 3.336 -2.149
C 3.590 2.893 -3.047
C 5.254 1.544 -2.409
C 5.370 0.974 -1.084
C 4.050 0.968 -0.421
P -0.393 0.586 -2.982
C -2.036 0.738 -3.736
C -3.199 0.753 -3.002
C -4.441 0.669 -3.630
C -4.512 0.415 -5.010
C -3.331 0.341 -5.741
C -2.099 0.438 -5.118
C 0.679 0.936 -4.351
C 1.189 -0.083 -5.178
C 1.991 0.240 -6.264
C 2.182 1.571 -6.567
C 1.534 2.580 -5.862
C 0.806 2.260 -4.744
H -0.958 2.557 -2.013
H -2.024 2.669 0.549
H -3.012 4.762 1.430
H -1.614 6.789 1.700
H 0.708 6.760 1.070
H 1.723 4.705 -0.051
H 1.865 4.167 -2.217
H 3.549 3.355 -4.060
H 6.073 1.228 -3.041
H 6.289 0.858 -0.594
H 3.961 0.282 0.406
H -3.134 0.875 -1.916
H -5.344 0.778 -3.026
H -5.463 0.165 -5.521
H -3.355 0.087 -6.785
H -1.199 0.467 -5.746
H 0.898 -1.137 -5.044
H 2.487 -0.542 -6.837
H 2.829 1.819 -7.394
H 1.630 3.629 -6.078
H 0.342 3.048 -4.137
C 5.087 3.880 -1.179
C 5.073 3.174 -2.503
C 3.813 1.369 -2.854
C 3.004 0.996 -1.548
C 3.474 2.371 0.052
C 4.408 3.577 -0.079
N 1.958 0.077 -1.836
N 1.964 -1.028 -1.352
C 0.724 -1.733 -1.768
C 0.783 -3.050 -1.404
C -0.344 -3.895 -1.658
C -1.434 -3.356 -2.321
C -1.450 -1.992 -2.716
C -0.381 -1.159 -2.462
H 5.766 4.719 -1.019
H 5.791 3.616 -3.205
H 3.631 0.797 -3.754
H 3.080 2.331 1.029
H 4.530 4.278 0.736
H 1.636 -3.437 -0.887
H -0.272 -4.954 -1.390
H -2.271 -3.991 -2.529
H -2.342 -1.691 -3.278
```

As for the total charge: +1. Its relative energy (zero: lowest compared OMol25 entry of this formula, charge and spin) is 32.9 kcal per mole.



No. 4
C6H12N | wB97M-V/def2-TZVPD

Structure (XYZ):
```
19
C6H12N wB97M-V/def2-TZVPD
C 0.594 2.248 -1.686
N 0.976 1.227 -1.042
C 0.032 0.201 -0.505
C -0.482 -0.695 -1.326
C 0.102 0.296 0.987
C 0.133 -1.021 1.757
C -1.116 -1.979 1.525
H 1.227 3.016 -2.124
H -0.445 2.576 -1.660
H 1.965 0.976 -1.101
H -0.272 -0.758 -2.382
H -1.352 -1.269 -1.010
H -0.894 0.733 1.218
H 0.858 0.966 1.437
H 0.091 -0.908 2.836
H 0.898 -1.639 1.273
H -0.855 -2.659 0.734
H -1.574 -2.388 2.399
H -2.042 -1.440 1.259
```

As for the structure (SMILES): C=[NH+]C(=C)CCC. As for the total charge: +1. Its relative energy (zero: lowest compared OMol25 entry of this formula, charge and spin) is 58.4 kcal per mole.



No. 5
C38H21BrCdF15GeN5O2S2 | wB97M-V/def2-TZVPD

Structure (XYZ):
```
86
C38H21BrCdF15GeN5O2S2 wB97M-V/def2-TZVPD
Cd -0.538 1.380 0.473
Br 3.396 -5.007 7.677
C 4.011 -3.379 6.925
C 4.351 -2.329 7.756
C 4.797 -1.135 7.198
C 4.862 -0.982 5.822
C 4.549 -2.064 4.999
C 4.125 -3.264 5.548
N 5.431 0.231 5.297
N 4.903 0.903 4.385
C 3.550 0.756 3.953
C 2.474 0.412 4.749
C 1.177 0.318 4.249
C 0.887 0.538 2.903
O -0.282 0.328 2.389
C 1.981 1.037 2.087
N 1.700 1.409 0.800
C 2.663 1.812 0.005
C 3.998 1.888 0.426
C 4.307 1.562 1.716
C 3.290 1.127 2.604
H 4.285 -2.441 8.830
H 5.077 -0.303 7.834
H 4.645 -1.961 3.925
H 3.877 -4.103 4.910
H 2.635 0.234 5.805
H 0.359 0.037 4.901
H 2.378 2.108 -0.996
H 4.761 2.212 -0.270
H 5.318 1.635 2.093
C -3.279 -2.732 1.164
C -2.238 -1.932 0.409
O -2.301 -0.530 0.746
H -3.155 -3.803 0.982
H -4.287 -2.443 0.854
H -3.182 -2.556 2.239
H -2.415 -1.986 -0.659
H -1.241 -2.320 0.609
H -1.997 -0.454 1.668
S -1.785 3.194 1.959
C -3.328 2.504 1.810
N -3.922 2.074 0.704
C -5.242 1.487 0.939
C -5.453 1.737 2.447
N -4.168 2.320 2.842
H -3.454 2.040 -0.192
H -5.236 0.424 0.701
H -5.997 1.978 0.329
H -5.640 0.810 2.985
H -6.279 2.418 2.643
H -3.945 2.650 3.761
F 0.418 -0.830 -0.997
C 1.345 -0.611 -1.936
C 0.985 0.033 -3.101
C 1.976 0.129 -4.068
F 1.752 0.720 -5.244
C 3.245 -0.381 -3.874
F 4.166 -0.291 -4.827
C 3.561 -0.989 -2.679
F 4.777 -1.473 -2.482
C 2.605 -1.103 -1.692
F 2.904 -1.685 -0.535
Ge -0.866 0.735 -3.289
S -1.543 2.051 -1.731
C -0.917 1.696 -5.024
C -1.373 1.160 -6.220
F -1.733 -0.126 -6.322
C -1.452 1.903 -7.378
F -1.902 1.361 -8.507
C -1.057 3.222 -7.365
F -1.134 3.945 -8.472
C -0.567 3.786 -6.208
F -0.164 5.052 -6.210
C -0.495 3.019 -5.067
F 0.048 3.591 -3.990
C -2.054 -0.849 -3.486
C -3.395 -0.580 -3.719
F -3.812 0.690 -3.809
C -4.339 -1.565 -3.897
F -5.616 -1.267 -4.121
C -3.943 -2.885 -3.843
F -4.835 -3.851 -4.004
C -2.621 -3.200 -3.616
F -2.249 -4.478 -3.560
C -1.699 -2.187 -3.441
F -0.438 -2.577 -3.218
```

Its relative energy (zero: lowest compared OMol25 entry of this formula, charge and spin) is 0.0 kcal per mole.



No. 6
H3OPS | wB97M-V/def2-TZVPD

Structure (XYZ):
```
6
H3OPS wB97M-V/def2-TZVPD
O -0.930 -1.009 -0.185
P 1.767 -0.340 -0.384
S -2.006 0.046 -0.466
H 1.536 -0.690 0.999
H 1.113 0.929 -0.223
H -1.481 1.064 0.259
```

Its relative energy (zero: lowest compared OMol25 entry of this formula, charge and spin) is 85.0 kcal per mole.



No. 7
C3H17NO4 | wB97M-V/def2-TZVPD

Structure (XYZ):
```
25
C3H17NO4 wB97M-V/def2-TZVPD
C -0.459 2.981 -0.935
C -0.380 1.893 -1.963
N -1.667 1.235 -2.151
C -2.389 0.801 -0.986
H 0.295 3.752 -0.960
H -0.525 2.476 0.046
H -1.482 3.368 -0.797
H 0.355 1.190 -1.533
H 0.002 2.224 -2.928
H -1.688 0.485 -2.805
H -2.625 1.539 -0.204
H -3.428 0.558 -1.221
H -1.915 0.036 -0.346
O 3.202 -1.548 0.099
H 3.289 -2.341 0.663
H 3.866 -1.528 -0.571
O -3.709 -1.933 2.105
H -3.311 -2.765 2.349
H -3.182 -1.178 2.340
O 0.605 -0.155 0.936
H 0.631 -0.609 0.059
H 1.360 -0.652 1.281
O 4.395 -3.267 2.103
H 5.052 -2.959 2.729
H 3.708 -3.603 2.693
```

As for the structure (SMILES): CCNC.O.O.O.O. Its relative energy (zero: lowest compared OMol25 entry of this formula, charge and spin) is 32.0 kcal per mole.



No. 8
C3H5NO3 | wB97M-V/def2-TZVPD

Structure (XYZ):
```
12
C3H5NO3 wB97M-V/def2-TZVPD
O 0.030 2.567 0.782
C 0.862 1.879 0.268
C 0.555 0.819 -0.769
N -0.606 0.014 -0.414
C -0.512 -1.289 -0.053
O -1.427 -2.060 0.065
O 0.787 -1.682 0.150
H 1.937 1.993 0.506
H 0.317 1.379 -1.681
H 1.411 0.203 -0.994
H -1.419 0.550 -0.161
H 0.692 -2.560 0.544
```

As for the structure (SMILES): O=CCNC(=O)O. Its relative energy (zero: lowest compared OMol25 entry of this formula, charge and spin) is 22.1 kcal per mole.